# C4H8N2O

A structure of composition C4H8N2O (ωB97M-V/def2-TZVPD, the Open Molecules 2025 dataset).

Properties
- Frontier orbital gap: 9.0 eV
- Energy above the lowest of the compared OMol25 structures with the same formula, charge and spin: 315.78 kJ/mol
- HOMO: -8.308 eV
- DFT total energy: -9303.1204 eV
- Strongest force on any atom: 3.282 eV Å⁻¹

The geometry in ORCA input format:
```
! wB97M-V def2-TZVPD RIJCOSX def2/J DEFGRID3
* xyz 0 1
C -1.10262 0.79255 -1.71095
C -0.23525 0.36697 0.70382
C 0.00524 0.39051 -0.77700
O 0.53655 1.25453 1.46609
H 0.36364 1.09300 2.40020
H -1.28839 0.34520 0.99586
H 0.97366 0.81360 -1.04079
H -1.25260 1.87239 -1.64175
H -0.84663 0.53798 -2.73672
H -2.02453 0.27874 -1.45006
N 1.18927 -1.69943 1.28305
C 0.32471 -1.06584 0.41626
N 0.00575 -1.36925 -0.77945
H 1.70841 -2.46343 0.87730
H 1.64280 -1.14751 1.99414
*
```

Atomic partial charges in e from the Löwdin method, atoms 1 to 5: -0.08 -0.29 -0.23 -0.01 0.10

# C8H2

An isolated molecule of C8H2 (ωB97M-V/def2-TZVPD, the Open Molecules 2025 dataset).

Properties
- Frontier orbital gap: 7.0 eV
- Energy above the lowest of the compared OMol25 structures with the same formula, charge and spin: 478.30 kJ/mol
- HOMO: -9.204 eV
- DFT total energy: -8316.0684 eV
- SMILES string: C#Cc1c#cc#cc1
- Strongest force on any atom: 3.879 eV Å⁻¹

The geometry in ORCA input format:
```
! wB97M-V def2-TZVPD RIJCOSX def2/J DEFGRID3
* xyz 0 1
C -2.50475 0.85387 0.03121
C -1.32948 0.60890 -0.13660
C 0.04220 0.34315 -0.02693
C 0.84478 1.45916 -0.16604
C 2.41063 0.55422 0.03003
C 2.71398 -0.67435 0.08909
C 1.58237 -1.40809 -0.01874
C 0.29520 -1.08602 0.04181
H -3.49448 1.18593 0.20244
H -0.56045 -1.83678 -0.04628
*
```

Atomic partial charges in e from the Löwdin method, atoms 1 to 5: 0.15 -0.17 -0.42 0.12 0.14

# C5H11ClN2

An isolated molecule of C5H11ClN2 (ωB97M-V/def2-TZVPD, the Open Molecules 2025 dataset).

Properties
- Frontier orbital gap: 10.2 eV
- Energy above the lowest of the compared OMol25 structures with the same formula, charge and spin: 43.79 kJ/mol
- HOMO: -9.293 eV
- DFT total energy: -20865.4390 eV
- SMILES string: CC1(Cl)[C@@H](N)C[C@@H]1N
- Strongest force on any atom: 1.676 eV Å⁻¹

The geometry in ORCA input format:
```
! wB97M-V def2-TZVPD RIJCOSX def2/J DEFGRID3
* xyz 0 1
C -0.19362 -1.28960 1.35347
C 0.45001 -0.73344 0.11835
Cl 1.52901 -1.86699 -0.64108
C 1.00502 0.66572 0.38712
N 2.15139 1.10894 -0.37467
C -0.34536 1.20434 -0.13928
C -0.65221 -0.10003 -0.84287
N -2.01840 -0.64877 -0.68268
H -1.09080 -0.70522 1.62707
H 0.50245 -1.21059 2.20384
H -0.49547 -2.33700 1.29519
H 1.25338 0.85450 1.42356
H 1.96010 1.24726 -1.38116
H 2.34352 2.06168 0.01035
H -1.07353 1.31567 0.65157
H -0.32363 2.13007 -0.72818
H -0.28767 -0.14532 -1.87761
H -2.70184 -0.04444 -1.12762
H -2.01233 -1.50679 -1.27537
*
```

Atomic partial charges in e from the Löwdin method, atoms 1 to 5: -0.11 -0.84 0.69 -0.39 0.02

# C13H29N2O6RuSe2

A structure of composition C13H29N2O6RuSe2 (ωB97M-V/def2-TZVPD, the Open Molecules 2025 dataset).

Properties
- Frontier orbital gap (spin up / spin down): 6.9 / 7.2 eV
- Energy above the lowest of the compared OMol25 structures with the same formula, charge and spin: 93.59 kJ/mol
- HOMO (spin up / spin down): -6.556 / -6.927 eV
- Expectation value of S²: 0.778
- DFT total energy: -162486.5006 eV
- Strongest force on any atom: 0.648 eV Å⁻¹

The geometry in ORCA input format:
```
! wB97M-V def2-TZVPD RIJCOSX def2/J DEFGRID3
* xyz 0 2
Ru -0.17459 -0.87170 0.13995
C 0.68393 -0.11149 3.81494
Se -0.28780 -1.54722 2.95478
C -2.08092 -0.78508 3.08342
C -2.98260 -1.57862 2.15940
Se -2.62528 -1.25098 0.26819
C -3.41493 0.53628 0.29678
H 0.29152 0.03805 4.81806
H 0.60105 0.77181 3.19193
H 1.72456 -0.42223 3.86514
H -1.99915 0.25762 2.78101
H -2.42343 -0.84397 4.11655
H -4.03615 -1.34254 2.31514
H -2.86514 -2.65331 2.30792
H -4.41457 0.45774 0.72147
H -3.48748 0.87121 -0.73408
H -2.78462 1.21677 0.86349
C 5.35300 -0.61505 -0.00262
O 4.42985 -1.44320 0.71416
C 3.32089 -1.74095 0.02063
O 3.11480 -1.46032 -1.13027
N 2.46327 -2.47340 0.81818
N 1.23493 -2.79443 0.19642
H 6.19080 -0.46171 0.67041
H 4.87803 0.33263 -0.24989
H 5.67997 -1.10646 -0.91734
H 2.90226 -3.19889 1.36649
H 0.72520 -3.40279 0.82351
H 1.38936 -3.27254 -0.69070
C -0.61221 4.35001 0.57807
O 0.50004 3.49317 0.32204
C 0.36594 2.24869 0.80540
O -0.58202 1.86596 1.45591
H -0.78886 4.44558 1.64814
H -1.51141 3.96224 0.09947
H -0.34497 5.31138 0.14995
O 1.42808 1.56008 0.43206
O 1.39479 0.21179 0.93175
C 0.25958 0.00925 -3.94550
C -0.70277 -0.01751 -2.75149
C -2.04201 -0.59774 -3.21691
C -0.88499 1.41552 -2.24410
C -0.09135 -0.88939 -1.66211
H -0.11385 0.67190 -4.73067
H 0.37834 -0.98989 -4.37090
H 1.24422 0.36295 -3.63421
H -2.44522 -0.00479 -4.04236
H -1.92140 -1.62602 -3.56468
H -2.78607 -0.60562 -2.41925
H -1.39883 2.02921 -2.99012
H 0.08539 1.86749 -2.03509
H -1.46427 1.43666 -1.31957
H 0.62712 -1.61616 -2.07883
*
```

Atomic partial charges in e from the Löwdin method, atoms 1 to 5: 0.76 -0.37 0.94 -0.54 -0.56

# C30H27ClGaN4O7SSb

A structure of composition C30H27ClGaN4O7SSb (ωB97M-V/def2-TZVPD, the Open Molecules 2025 dataset).

Properties
- Frontier orbital gap (spin up / spin down): 4.7 / 8.2 eV
- Energy above the lowest of the compared OMol25 structures with the same formula, charge and spin: 118.54 kJ/mol
- HOMO (spin up / spin down): -2.444 / -5.945 eV
- Expectation value of S²: 0.768
- DFT total energy: -134113.8281 eV
- Strongest force on any atom: 1.715 eV Å⁻¹

The geometry in ORCA input format:
```
! wB97M-V def2-TZVPD RIJCOSX def2/J DEFGRID3
* xyz -1 2
Ga -0.15281 -0.07199 0.65887
C -4.33183 2.59927 -0.26570
C -3.65933 2.07223 -1.49117
C -3.43102 2.90291 -2.58982
C -2.84194 2.38920 -3.72833
C -2.47742 1.05319 -3.74158
C -2.68460 0.30600 -2.58996
N -3.28014 0.78561 -1.50294
Sb -2.15493 -1.78880 -2.63108
C -3.38099 -2.33881 -0.94409
C -4.73330 -2.56189 -1.17473
C -5.51618 -3.00245 -0.12038
C -4.91741 -3.22155 1.10408
C -3.55190 -2.98544 1.25293
C -2.87589 -3.24064 2.56160
N -2.80510 -2.54637 0.23265
C -0.11601 -1.96610 -1.88425
C 0.81143 -2.20758 -2.88002
C 2.15207 -2.37242 -2.54514
C 2.47345 -2.51952 -1.21127
C 1.47936 -2.40769 -0.24993
C 1.73667 -2.78517 1.17385
N 0.22889 -1.99523 -0.57621
H -4.91734 3.49218 -0.48354
H -3.56038 2.83672 0.46327
H -4.94926 1.82965 0.19452
H -3.72300 3.94442 -2.54373
H -2.68583 3.01020 -4.60283
H -2.02924 0.60102 -4.61820
H -5.15141 -2.40253 -2.16113
H -6.57388 -3.19414 -0.25689
H -5.49082 -3.58529 1.94691
H -3.42283 -3.97650 3.15085
H -2.83460 -2.29707 3.10458
H -1.85245 -3.56887 2.39220
H 0.48724 -2.22563 -3.91498
H 2.91402 -2.42924 -3.31234
H 3.48892 -2.70454 -0.89278
H 2.78896 -2.65036 1.41367
H 1.46697 -3.83582 1.31553
H 1.12273 -2.18288 1.83567
Cl 5.10731 3.80818 5.48376
C 4.50141 2.74152 4.24609
C 5.39572 2.17810 3.34894
C 4.90876 1.33632 2.36326
C 3.54685 1.06800 2.26721
C 2.66885 1.63541 3.18125
C 3.14635 2.47118 4.18144
C 3.06449 0.12749 1.18238
O 3.87774 -0.63997 0.67448
O 1.83221 0.24745 0.84199
H 6.45381 2.38618 3.43190
H 5.57761 0.86871 1.65295
H 1.61209 1.41256 3.14498
H 2.46034 2.89478 4.90194
O -2.37791 0.09112 3.15832
S -0.97819 0.40192 2.98810
O -0.78195 1.35643 1.79371
O -0.22847 -0.83136 2.48868
O -0.33855 0.95054 4.16002
O 0.07276 1.19756 -1.10810
N 1.23378 1.51390 -1.62362
C 2.13895 2.22948 -0.90521
C 3.40486 2.43788 -1.38823
C 3.78255 1.93514 -2.63094
C 2.81933 1.26184 -3.37656
C 1.56053 1.07842 -2.86409
H 1.79133 2.56102 0.05966
H 4.10860 2.99521 -0.78615
H 4.78656 2.06879 -3.00525
H 3.04198 0.87125 -4.36001
H 0.76138 0.58683 -3.39109
*
```

Atomic partial charges in e from the Löwdin method, atoms 1 to 5: 0.50 -0.03 -0.32 -0.04 -0.08

# C20H36N4NiS4SbSi

A structure of composition C20H36N4NiS4SbSi (ωB97M-V/def2-TZVPD, the Open Molecules 2025 dataset).

Properties
- Frontier orbital gap (spin up / spin down): 4.9 / 6.0 eV
- Energy above the lowest of the compared OMol25 structures with the same formula, charge and spin: 47.09 kJ/mol
- HOMO (spin up / spin down): -0.219 / -1.288 eV
- Expectation value of S²: 3.789
- DFT total energy: -126087.0221 eV
- Strongest force on any atom: 0.501 eV Å⁻¹

The geometry in ORCA input format:
```
! wB97M-V def2-TZVPD RIJCOSX def2/J DEFGRID3
* xyz -2 4
Ni 1.16658 0.81408 0.83063
C -1.71377 3.68491 2.42197
C -0.70777 2.93653 1.60436
N -0.23276 1.75696 2.00260
N -0.64707 1.31882 3.23156
C 0.07662 0.41010 3.76445
N -0.26731 -0.07185 5.02684
S 1.53213 -0.32131 3.01960
C -0.12323 3.46448 0.42927
C -0.47076 4.71195 -0.15916
C 0.16303 5.13157 -1.29616
C 1.18202 4.33948 -1.86971
C 1.48320 3.14571 -1.24193
N 0.86126 2.69711 -0.15686
H -2.48881 3.00663 2.77964
H -2.18009 4.48575 1.85149
H -1.24613 4.12101 3.31047
H -1.23964 0.07872 5.24962
H 0.04353 -1.01730 5.18332
H -1.23958 5.32365 0.29087
H -0.11361 6.07826 -1.74686
H 1.72133 4.64465 -2.75546
H 2.28150 2.50955 -1.61046
S 5.41276 -1.70040 2.26092
Sb 4.90943 0.53801 2.26879
S 3.02768 0.65617 4.09736
S 3.47465 0.94284 0.40115
C -2.08061 -1.05676 -2.60685
C -1.50589 -0.21209 -1.45764
C -2.64965 0.08447 -0.47516
C -1.18733 1.15652 -2.07645
Si 0.05834 -0.94516 -0.44747
C -0.66334 -2.49156 0.57665
C 0.51540 -3.33395 1.08658
C -1.60285 -3.46107 -0.15811
C -1.41885 -2.03643 1.83353
C 1.29134 -1.72813 -1.75777
C 2.62352 -2.15510 -1.10815
C 0.82548 -2.93995 -2.57840
C 1.64711 -0.60489 -2.74646
H -3.00442 -0.57772 -2.97615
H -2.33309 -2.07783 -2.32236
H -1.39243 -1.10408 -3.45458
H -3.40228 0.71343 -0.98026
H -2.29510 0.63707 0.40395
H -3.16192 -0.81390 -0.13207
H -2.03902 1.46861 -2.70606
H -0.29404 1.16593 -2.70114
H -1.05870 1.91528 -1.30986
H 0.97864 -3.90960 0.28507
H 0.14589 -4.05683 1.83283
H 1.29842 -2.73615 1.56420
H -1.18216 -3.85383 -1.08483
H -2.56666 -3.00961 -0.39468
H -1.80818 -4.32388 0.49925
H -0.81439 -1.38329 2.45493
H -1.67551 -2.92101 2.44197
H -2.34469 -1.50651 1.61549
H 2.54298 -3.09131 -0.55692
H 3.03878 -1.40649 -0.43272
H 3.36662 -2.31903 -1.90696
H 0.72811 -3.83149 -1.95554
H 1.59708 -3.16864 -3.33299
H -0.11463 -2.79313 -3.10933
H 2.04843 0.27153 -2.22405
H 0.79532 -0.28889 -3.35319
H 2.42905 -0.96057 -3.43665
*
```

Atomic partial charges in e from the Löwdin method, atoms 1 to 5: 0.08 -0.06 -0.31 -0.08 0.02